# 1
Formula: C4H12
Source: the Open Molecules 2025 dataset
Level of theory: wB97M-V/def2-TZVPD

Atoms and positions in Å:
1 C -0.84345 -1.34857 -0.65646
2 C -1.12399 -0.76197 -2.06328
3 H -1.32284 -0.94341 0.23475
4 H -1.13638 -2.40948 -0.67352
5 H 0.20023 -1.16075 -0.45999
6 H -0.23199 -0.45976 -2.62757
7 H -2.05071 -0.15896 -2.13222
8 H -1.30398 -1.59867 -2.75746
9 C 1.53585 0.98145 0.89265
10 C 0.44811 1.16831 1.90303
11 H 1.97729 0.00837 1.03301
12 H 1.32734 1.08350 -0.18112
13 H 2.16330 1.87072 1.09605
14 H 0.62149 0.51207 2.75547
15 H -0.58588 0.96613 1.50820
16 H 0.32561 2.25103 2.12846

E_LUMO (alpha / beta), eV: -2.88 / -11.47
Multiplicity: 2
Charge: +1
Frontier orbital gap (alpha / beta), eV: 13.7 / 3.6
Relative energy (zero: lowest compared OMol25 entry of this formula, charge and spin), kcal/mol: 22.5

***

# 2
Formula: C4H12BF4O4Rb
Source: the Open Molecules 2025 dataset
Level of theory: wB97M-V/def2-TZVPD

Atoms and positions in Å:
1 Rb 10.66024 3.31332 19.01592
2 B 7.24792 4.10086 19.80074
3 F 8.37262 4.00743 20.68394
4 F 6.56328 5.28268 20.07774
5 F 7.71217 4.08674 18.46269
6 F 6.42094 2.99089 20.02395
7 C 13.73477 5.49613 18.44494
8 C 12.61479 6.49048 18.27198
9 O 11.45701 5.97419 18.92770
10 O 13.31952 4.17800 18.07740
11 H 13.90734 5.43200 19.52036
12 H 14.63819 5.79923 17.91789
13 H 12.39584 6.66592 17.20990
14 H 12.89716 7.45431 18.70235
15 H 10.92085 6.70322 19.25369
16 H 13.01593 4.19098 17.16230
17 C 10.71490 2.17345 22.73102
18 C 9.68722 1.15722 22.31099
19 O 10.30405 -0.14722 22.14084
20 O 11.47091 2.65729 21.58712
21 H 11.34074 1.75290 23.51363
22 H 10.17057 3.04616 23.10572
23 H 9.18077 1.39650 21.37524
24 H 8.91303 1.07620 23.07259
25 H 10.48020 -0.25523 21.20324
26 H 12.40291 2.57831 21.80474

E_LUMO, eV: -0.56
Frontier orbital gap, eV: 10.0
Relative energy (zero: lowest compared OMol25 entry of this formula, charge and spin), kcal/mol: 3.0

***

# 3
Formula: C4H12BNO
Source: the Open Molecules 2025 dataset
Level of theory: wB97M-V/def2-TZVPD

Atoms and positions in Å:
1 C -0.28025 0.48497 2.49748
2 C -1.03493 -0.59576 1.74777
3 O -0.22494 -1.44860 0.96410
4 C 0.48405 -0.82384 -0.08487
5 C -0.39269 -0.05654 -1.07860
6 B 0.35903 -0.04106 -2.44948
7 N 1.21412 1.05642 -2.88684
8 H 0.32087 1.11552 1.84392
9 H 0.34436 0.05566 3.27987
10 H -1.00937 1.13156 2.98899
11 H -1.83192 -0.14701 1.14476
12 H -1.51893 -1.25161 2.47045
13 H 1.00364 -1.64196 -0.58789
14 H 1.26088 -0.15895 0.30864
15 H -1.34968 -0.57712 -1.17062
16 H -0.59839 0.95190 -0.70699
17 H 0.23136 -0.98570 -3.17953
18 H 2.17252 0.99089 -2.55849
19 H 0.85028 1.94125 -2.54269

E_LUMO, eV: 0.73
Frontier orbital gap, eV: 10.3
Relative energy (zero: lowest compared OMol25 entry of this formula, charge and spin), kcal/mol: 69.8

***

# 4
Formula: C4H12Br2N2Si
Source: the Open Molecules 2025 dataset
Level of theory: wB97M-V/def2-TZVPD

Atoms and positions in Å:
1 C 0.23249 -2.72323 -1.57302
2 C 0.97969 -0.54407 -2.08093
3 C -0.46876 2.23470 0.40204
4 C 0.18007 1.45104 2.72609
5 N 0.88597 -1.59482 -1.05754
6 N -0.50735 1.18128 1.42524
7 Si -0.80149 -0.37342 0.78507
8 Br -2.63917 -0.15890 -0.50556
9 Br -1.35551 -2.03593 2.32330
10 H 1.03993 -3.40598 -1.98722
11 H -0.19568 -3.29332 -0.79203
12 H -0.44889 -2.53072 -2.37655
13 H 0.09562 -0.32963 -2.56501
14 H 1.19681 0.51037 -1.60327
15 H 1.79873 -0.76611 -2.72892
16 H -1.46411 2.61254 0.05478
17 H 0.18775 3.00848 0.91364
18 H 0.12083 2.12148 -0.46179
19 H 0.05258 0.64938 3.36043
20 H 1.33652 1.66744 2.58048
21 H -0.22601 2.31944 3.16078

E_LUMO (alpha / beta), eV: -0.76 / -0.31
Frontier orbital gap (alpha / beta), eV: 8.0 / 7.1
Relative energy (zero: lowest compared OMol25 entry of this formula, charge and spin), kcal/mol: 33.5

***

# 5
Formula: C4H12BrMnO2
Source: the Open Molecules 2025 dataset
Level of theory: wB97M-V/def2-TZVPD

Atoms and positions in Å:
1 Mn 0.02587 -3.53044 -0.10064
2 Br 0.00213 -1.40187 0.32706
3 C -2.88595 1.29469 1.63902
4 C -3.12316 -0.20641 1.48794
5 O -1.99361 -0.81591 2.07890
6 H -3.58486 1.85332 1.01649
7 H -1.86223 1.62181 1.45709
8 H -3.10454 1.59848 2.66275
9 H -3.32598 -0.49728 0.45723
10 H -4.03343 -0.48499 2.01888
11 H -1.32831 -0.82593 1.38689
12 C 3.51139 0.43530 -2.29886
13 C 2.66860 0.02477 -1.08483
14 O 1.30073 -0.00661 -1.42753
15 H 4.54150 0.65804 -2.02070
16 H 3.13822 1.39441 -2.65796
17 H 3.43432 -0.31817 -3.08272
18 H 2.70734 0.77782 -0.29773
19 H 3.02734 -0.94368 -0.73626
20 H 0.88454 -0.62744 -0.82507

E_LUMO (alpha / beta), eV: -7.58 / -7.78
Multiplicity: 6
Charge: +1
Frontier orbital gap (alpha / beta), eV: 5.5 / 5.3
Relative energy (zero: lowest compared OMol25 entry of this formula, charge and spin), kcal/mol: 99.8

***

# 6
Formula: C4H12BrN2
Source: the Open Molecules 2025 dataset
Level of theory: wB97M-V/def2-TZVPD

Atoms and positions in Å:
1 C 2.20562 -1.55785 -0.29072
2 C 1.03772 -0.55658 -0.55851
3 C 0.02953 -0.66215 0.56726
4 C -1.34029 0.63051 0.33632
5 N -1.49046 1.40176 1.44498
6 N -0.98627 1.36437 -1.03452
7 Br -2.97906 -0.46040 -0.16037
8 H 3.08520 -1.12779 0.30578
9 H 2.64325 -1.94898 -1.26370
10 H 1.87707 -2.39918 0.32800
11 H 0.75652 -0.80499 -1.60309
12 H 1.41960 0.57182 -0.63929
13 H -0.53534 -1.62896 0.80091
14 H 0.41157 -0.39473 1.54868
15 H -1.27542 0.99983 2.36642
16 H -2.17390 2.15295 1.61861
17 H -0.70056 2.31913 -0.63275
18 H -0.19300 0.79087 -1.46271
19 H -1.79178 1.31038 -1.67131

E_LUMO, eV: -3.25
Charge: +1
Frontier orbital gap, eV: 10.8
Relative energy (zero: lowest compared OMol25 entry of this formula, charge and spin), kcal/mol: 27.0

***

# 7
Formula: C4H12BrN2
Source: the Open Molecules 2025 dataset
Level of theory: wB97M-V/def2-TZVPD

Atoms and positions in Å:
1 C -1.12378 2.05344 2.25694
2 C 2.19139 -1.84450 -2.21097
3 C -0.48515 1.85799 0.93270
4 C -1.32501 -0.37910 0.41819
5 N 0.84791 -2.00637 -1.59692
6 N -0.31135 0.37769 0.69281
7 Br -0.51493 -0.98627 -2.26332
8 H -2.12710 1.64187 2.37895
9 H -0.60806 1.68537 3.18199
10 H -1.32523 3.04507 2.36359
11 H 2.67931 -2.78340 -2.03166
12 H 1.97543 -1.82846 -3.32619
13 H 2.89835 -1.12511 -1.78073
14 H 0.51914 2.38227 0.92197
15 H -0.99124 2.21334 0.09554
16 H -1.16003 -1.43943 0.32970
17 H -2.31373 0.06175 0.26564
18 H 0.56416 0.02194 0.88212
19 H 0.60992 -2.94809 -1.51034

E_LUMO, eV: -4.57
Charge: +1
Frontier orbital gap, eV: 8.2
Relative energy (zero: lowest compared OMol25 entry of this formula, charge and spin), kcal/mol: 41.6

***

# 8
Formula: C4H12BrO2
Source: the Open Molecules 2025 dataset
Level of theory: wB97M-V/def2-TZVPD

Atoms and positions in Å:
1 Br 1.78956 -1.83289 -2.63773
2 C -2.60411 -1.75533 -0.35125
3 C -1.37530 -0.89594 -0.48526
4 O -1.78014 0.47064 -0.50423
5 H -3.31277 -1.52965 -1.15234
6 H -3.09428 -1.48083 0.58755
7 H -2.41085 -2.82586 -0.30789
8 H -0.64829 -1.16709 -1.25183
9 H -0.80024 -1.00815 0.45214
10 H -0.97558 1.00189 -0.59514
11 C 1.51393 1.86697 1.50950
12 C 1.90113 0.79659 0.48977
13 O 1.30220 1.07347 -0.78132
14 H 1.87373 1.64244 2.51134
15 H 0.42142 1.89191 1.51870
16 H 1.92224 2.81860 1.17319
17 H 1.73321 -0.22486 0.84222
18 H 2.98256 0.87369 0.29466
19 H 1.56156 0.28439 -1.31209

E_LUMO, eV: 3.60
Charge: -1
Frontier orbital gap, eV: 7.8
Relative energy (zero: lowest compared OMol25 entry of this formula, charge and spin), kcal/mol: 6.4

***

# 9
Formula: C4H12BrO4V
Source: the Open Molecules 2025 dataset
Level of theory: wB97M-V/def2-TZVPD

Atoms and positions in Å:
1 O -1.00544 -1.44226 3.61333
2 V -2.12203 -1.54039 2.45471
3 O -2.58894 -0.01858 2.14227
4 Br -0.57339 -1.30696 1.10384
5 C 0.33107 1.53747 2.08926
6 C 0.72919 1.42301 0.65638
7 O 1.57979 0.30262 0.67484
8 H 1.16921 1.95746 2.64535
9 H 0.07933 0.56369 2.50935
10 H -0.53067 2.18893 2.23450
11 H 1.22889 2.31047 0.26805
12 H -0.07782 1.03634 0.03403
13 H 1.02805 -0.46251 0.85305
14 C 0.40577 -0.67599 -3.36610
15 C 0.01814 -0.47447 -1.87163
16 O -0.59563 -1.65882 -1.50202
17 H 0.72228 0.31597 -3.68850
18 H -0.48018 -1.03454 -3.89014
19 H 1.21086 -1.40885 -3.41952
20 H -0.71039 0.33358 -1.80540
21 H 0.85454 -0.31987 -1.18999
22 H -0.67264 -1.62629 -0.54566

E_LUMO, eV: -2.47
Frontier orbital gap, eV: 7.0

***

# 10
Formula: C4H12Cl2NSi
Source: the Open Molecules 2025 dataset
Level of theory: wB97M-V/def2-TZVPD

Atoms and positions in Å:
1 C 1.66244 0.47815 1.19922
2 C 1.76746 -0.25813 -1.18321
3 C -1.48007 1.61451 -0.16090
4 C 1.53833 -0.48136 0.11224
5 N 1.03976 -1.81463 0.32577
6 Si -2.81048 0.20207 -0.55660
7 Cl -4.65284 0.34232 0.19709
8 Cl -1.99360 -1.66699 -0.05365
9 H 2.25176 -0.01115 2.09016
10 H 2.29470 1.32763 0.86534
11 H 0.64532 0.93049 1.53174
12 H -0.41802 1.28955 -0.23200
13 H 1.67808 -0.91197 -2.00412
14 H 1.96393 0.72608 -1.32582
15 H -1.72928 2.36928 -0.80440
16 H -1.51817 2.11870 0.79193
17 H -0.15898 -1.68718 0.37808
18 H 1.18796 -2.38967 1.22969
19 H 1.43291 -2.36033 -0.35640
20 H -2.70120 0.18261 -2.04416

E_LUMO, eV: -3.18
Charge: +1
Frontier orbital gap, eV: 11.1
Relative energy (zero: lowest compared OMol25 entry of this formula, charge and spin), kcal/mol: 44.8

***

# 11
Formula: C4H12Cl2O4Zn
Source: the Open Molecules 2025 dataset
Level of theory: wB97M-V/def2-TZVPD

Atoms and positions in Å:
1 Zn -13.49966 -21.53685 14.84195
2 Cl -14.77484 -25.74262 14.62211
3 Cl -9.91944 -21.49752 16.86447
4 C -15.71214 -20.34615 10.69118
5 C -14.40836 -21.05332 10.21330
6 O -13.25661 -20.98596 11.14001
7 O -15.87152 -20.59977 12.11386
8 H -16.58387 -20.67139 10.12336
9 H -15.51869 -19.28758 10.51766
10 H -14.12640 -20.59648 9.26468
11 H -14.58150 -22.08982 9.92384
12 H -12.54764 -20.56046 10.65223
13 H -16.77781 -20.31199 12.24588
14 C -12.36867 -15.39355 13.58242
15 C -12.84659 -14.92807 12.23782
16 O -14.18005 -14.47104 12.31531
17 O -13.16899 -16.50360 13.90425
18 H -12.47352 -14.60318 14.32568
19 H -11.32876 -15.71329 13.51578
20 H -12.73669 -15.68616 11.46237
21 H -12.12957 -14.14208 12.00073
22 H -14.11194 -13.51981 12.42537
23 H -13.92960 -15.99275 14.19078

E_LUMO, eV: -5.88
Frontier orbital gap, eV: 3.0
Relative energy (zero: lowest compared OMol25 entry of this formula, charge and spin), kcal/mol: 200.2

***

# 12
Formula: C4H12Cl4N3O6
Source: the Open Molecules 2025 dataset
Level of theory: wB97M-V/def2-TZVPD

Atoms and positions in Å:
1 N -0.94044 -1.03174 1.09739
2 H -0.85255 -1.57907 1.94166
3 H -1.91367 -0.81582 0.93525
4 H -0.46767 -1.40705 0.28762
5 H -0.50228 -0.12863 1.20920
6 N -0.62889 4.58508 1.56228
7 O -0.79959 5.13936 0.51871
8 O -0.11411 3.49310 1.85135
9 O -1.29972 5.21036 2.34229
10 N -5.17306 2.75683 -0.89847
11 O -4.64101 1.79212 -0.38946
12 O -5.03157 3.91252 -0.41544
13 O -5.77345 2.75893 -1.98129
14 Cl 3.57643 -1.87263 2.74031
15 C 4.17595 -0.93647 4.24406
16 C 4.83471 0.29937 3.74361
17 Cl 5.29483 1.38833 5.08678
18 H 4.97396 -1.56297 4.64252
19 H 3.33607 -0.77380 4.91952
20 H 4.14698 0.90188 3.15021
21 H 5.68998 -0.11561 3.21033
22 Cl -2.55380 -2.67946 -3.50068
23 C -1.65994 -2.42727 -5.03261
24 C -0.32305 -3.13036 -5.17546
25 Cl 0.75780 -2.62829 -3.82967
26 H -1.50941 -1.35676 -5.17210
27 H -2.32353 -2.70125 -5.85278
28 H 0.23205 -2.88688 -6.08138
29 H -0.51100 -4.20380 -5.15376

E_LUMO, eV: 0.18
Charge: -1
Frontier orbital gap, eV: 3.3
Relative energy (zero: lowest compared OMol25 entry of this formula, charge and spin), kcal/mol: 109.9

***

# 13
Formula: C4H12ClN
Source: the Open Molecules 2025 dataset
Level of theory: wB97M-V/def2-TZVPD

Atoms and positions in Å:
1 C 2.11136 0.80577 -1.13798
2 C 1.83589 -0.54768 -0.51999
3 Cl 0.89227 -1.58558 -1.63136
4 H 2.69299 1.42281 -0.43259
5 H 1.16782 1.32883 -1.36766
6 H 2.68993 0.69795 -2.07085
7 H 2.76794 -1.09743 -0.28652
8 H 1.24897 -0.46785 0.41521
9 C -1.45250 0.92830 0.11023
10 C -1.96750 -0.14362 1.05805
11 N -0.93028 -1.16219 1.26462
12 H -0.53317 1.38162 0.51758
13 H -2.20567 1.72246 -0.02639
14 H -1.22158 0.48920 -0.87490
15 H -2.18525 0.30936 2.04438
16 H -2.91436 -0.55803 0.66160
17 H -1.26896 -1.89201 1.90127
18 H -0.72790 -1.63196 0.37523

E_LUMO, eV: 1.05
Frontier orbital gap, eV: 10.4
Relative energy (zero: lowest compared OMol25 entry of this formula, charge and spin), kcal/mol: 0.0

***

# 14
Formula: C4H12ClN2
Source: the Open Molecules 2025 dataset
Level of theory: wB97M-V/def2-TZVPD

Atoms and positions in Å:
1 C -2.27811 -1.05359 -0.40983
2 C -1.80359 0.40170 -0.56319
3 C -1.06557 1.05240 0.67282
4 C 0.26998 0.48314 0.70365
5 N 2.80592 -1.09311 -0.05517
6 N 1.26036 1.22569 0.33282
7 Cl 4.01075 0.03263 -0.94529
8 H -2.90663 -1.30497 0.35795
9 H -2.63526 -1.35383 -1.32381
10 H -1.35052 -1.82085 -0.27189
11 H -2.73489 1.00365 -0.71484
12 H -1.19056 0.54654 -1.48479
13 H -0.99018 2.06528 0.56199
14 H -1.48254 0.71161 1.62345
15 H 0.58441 -0.44105 1.24052
16 H 3.32987 -1.27873 0.72244
17 H 1.15613 2.13787 -0.12045
18 H 2.93333 -1.87882 -0.56981
19 H 2.08710 0.56442 0.24342

E_LUMO, eV: -4.32
Charge: +1
Frontier orbital gap, eV: 10.7
Relative energy (zero: lowest compared OMol25 entry of this formula, charge and spin), kcal/mol: 36.3